Entry 1:
{"formula": "C4H7N4O", "method": "ωB97M-V/def2-TZVPD", "species": ["C", "C", "C", "C", "N", "N", "N", "N", "O", "H", "H", "H", "H", "H", "H", "H"], "coordinates": [[-2.148, 1.093, -0.130], [-1.265, -0.889, 0.030], [-0.294, 0.073, 0.264], [2.456, 0.717, -0.104], [-2.448, -0.194, -0.135], [-0.809, 1.320, 0.024], [-1.292, -2.233, -0.014], [1.565, -0.352, -0.132], [1.854, -1.495, -0.246], [-2.831, 1.832, -0.160], [2.095, 1.740, -0.076], [3.353, 0.681, -0.713], [2.859, 0.864, 1.003], [-0.437, 2.202, -0.209], [-0.492, -2.664, 0.464], [-2.167, -2.695, 0.132]], "gap_ev": 6.478, "total_charge": 1, "relative_energy_kcal_mol": 103.3}

***

Entry 2:
{"formula": "C32H68NO16S8", "method": "ωB97M-V/def2-TZVPD", "species": ["N", "H", "H", "H", "H", "C", "C", "C", "S", "O", "O", "C", "H", "H", "H", "H", "H", "H", "H", "H", "C", "C", "C", "S", "O", "O", "C", "H", "H", "H", "H", "H", "H", "H", "H", "C", "C", "C", "S", "O", "O", "C", "H", "H", "H", "H", "H", "H", "H", "H", "C", "C", "C", "S", "O", "O", "C", "H", "H", "H", "H", "H", "H", "H", "H", "C", "C", "C", "S", "O", "O", "C", "H", "H", "H", "H", "H", "H", "H", "H", "C", "C", "C", "S", "O", "O", "C", "H", "H", "H", "H", "H", "H", "H", "H", "C", "C", "C", "S", "O", "O", "C", "H", "H", "H", "H", "H", "H", "H", "H", "C", "C", "C", "S", "O", "O", "C", "H", "H", "H", "H", "H", "H", "H", "H"], "coordinates": [[-1.975, 28.698, -6.214], [-1.939, 27.875, -5.696], [-2.934, 29.125, -6.457], [-1.443, 28.466, -7.105], [-1.602, 29.476, -5.738], [1.355, 32.992, -5.448], [0.856, 31.668, -4.922], [0.478, 32.024, -3.518], [-0.072, 33.689, -3.415], [0.772, 34.418, -2.508], [-1.442, 33.662, -3.233], [0.282, 34.081, -5.079], [1.225, 33.089, -6.554], [2.309, 33.461, -5.125], [1.695, 31.062, -5.007], [-0.059, 31.327, -5.208], [1.381, 32.031, -2.848], [-0.409, 31.417, -3.190], [0.859, 35.172, -5.165], [-0.721, 33.984, -5.676], [-1.384, 23.176, -8.301], [-2.246, 24.342, -8.765], [-3.312, 24.586, -7.731], [-2.311, 24.224, -6.273], [-3.052, 23.424, -5.366], [-1.808, 25.496, -5.857], [-0.870, 23.505, -6.906], [-0.610, 23.132, -9.064], [-2.299, 22.358, -8.249], [-2.711, 23.924, -9.684], [-1.569, 25.411, -8.972], [-4.044, 23.891, -7.808], [-3.726, 25.595, -7.561], [-0.520, 22.587, -6.257], [-0.145, 24.286, -6.820], [3.012, 28.309, -6.276], [2.837, 29.232, -7.514], [2.309, 28.347, -8.661], [1.827, 26.790, -7.979], [2.016, 25.707, -8.923], [0.509, 27.011, -7.385], [3.093, 26.919, -6.692], [1.954, 28.267, -5.774], [3.970, 28.754, -5.690], [3.758, 29.833, -7.736], [2.423, 30.137, -7.200], [3.052, 28.181, -9.678], [1.307, 28.649, -9.142], [3.892, 26.714, -7.118], [2.602, 26.290, -5.817], [-4.433, 26.500, -0.596], [-5.936, 26.895, -0.823], [-5.750, 27.912, -1.992], [-4.570, 27.092, -3.102], [-3.652, 28.136, -3.567], [-5.270, 26.323, -4.069], [-3.878, 26.041, -1.913], [-4.569, 25.643, 0.244], [-3.851, 27.438, -0.272], [-6.221, 27.431, 0.069], [-6.494, 26.059, -0.987], [-5.064, 28.761, -1.610], [-6.508, 28.059, -2.748], [-2.946, 26.226, -1.899], [-4.105, 24.882, -2.231], [-8.374, 27.296, -7.919], [-8.458, 28.766, -8.086], [-7.093, 29.244, -8.163], [-6.405, 28.373, -6.812], [-6.594, 29.166, -5.636], [-4.985, 28.016, -7.164], [-7.385, 26.899, -6.693], [-7.951, 26.734, -8.741], [-9.470, 26.905, -7.666], [-8.879, 29.232, -7.229], [-8.846, 29.102, -8.998], [-6.891, 30.354, -8.061], [-6.739, 29.007, -9.031], [-7.733, 26.810, -5.710], [-6.894, 26.107, -6.851], [1.097, 25.519, -2.204], [2.262, 26.532, -2.237], [1.672, 27.942, -2.206], [-0.036, 27.752, -2.595], [-0.288, 28.611, -3.668], [-0.842, 27.959, -1.339], [0.016, 26.105, -3.194], [0.887, 25.096, -1.274], [1.424, 24.599, -2.672], [2.977, 26.382, -3.219], [2.823, 26.264, -1.289], [1.958, 28.519, -2.885], [1.663, 28.289, -1.293], [0.397, 26.060, -4.094], [-0.998, 25.654, -2.887], [-6.014, 33.371, -4.856], [-5.422, 33.997, -6.145], [-3.997, 33.551, -6.444], [-4.083, 31.810, -5.957], [-2.829, 31.647, -5.188], [-4.381, 31.076, -7.104], [-5.515, 31.919, -4.912], [-7.065, 33.409, -4.953], [-5.602, 33.915, -4.180], [-5.441, 35.116, -5.969], [-6.002, 33.848, -7.099], [-3.051, 33.897, -5.892], [-3.726, 33.457, -7.353], [-5.245, 31.359, -3.987], [-6.147, 31.265, -5.502], [0.626, 31.444, -10.978], [-0.767, 31.888, -11.457], [-1.654, 31.792, -10.262], [-0.701, 31.775, -8.820], [-0.695, 30.523, -8.150], [-1.046, 32.995, -8.115], [0.850, 32.021, -9.584], [1.482, 31.677, -11.882], [0.761, 30.396, -10.875], [-1.095, 31.355, -12.235], [-0.693, 32.834, -11.673], [-2.228, 30.914, -10.196], [-2.384, 32.654, -10.236], [1.773, 31.488, -9.174], [1.193, 32.898, -9.516]], "gap_ev": 9.816, "total_charge": 1, "relative_energy_kcal_mol": 48.5}

***

Entry 3:
{"formula": "C15H16IrN2O6S", "method": "ωB97M-V/def2-TZVPD", "species": ["Ir", "O", "N", "N", "O", "C", "C", "C", "C", "C", "C", "H", "H", "H", "H", "H", "C", "S", "O", "O", "O", "H", "H", "H", "C", "C", "O", "C", "C", "C", "C", "C", "C", "H", "H", "H", "H", "H", "H", "H", "H"], "coordinates": [[0.895, -1.309, -1.728], [2.812, -1.395, -0.149], [2.273, -0.352, -0.507], [2.324, 0.709, 0.380], [1.606, 1.656, 0.064], [3.072, 0.689, 1.628], [4.284, 0.028, 1.742], [4.956, 0.120, 2.950], [4.416, 0.846, 4.004], [3.201, 1.503, 3.858], [2.518, 1.433, 2.657], [4.718, -0.522, 0.921], [5.909, -0.377, 3.063], [4.949, 0.905, 4.944], [2.785, 2.074, 4.676], [1.575, 1.943, 2.514], [-1.490, 0.419, -4.379], [0.056, -0.383, -4.231], [-0.226, -1.693, -3.516], [0.653, -0.505, -5.514], [0.849, 0.379, -3.202], [-2.126, -0.204, -5.006], [-1.313, 1.382, -4.855], [-1.920, 0.548, -3.387], [-2.906, -3.110, -0.332], [-1.957, -1.957, -0.368], [-0.787, -2.187, -0.698], [-2.397, -0.604, 0.026], [-1.738, 0.534, -0.443], [-2.156, 1.793, -0.049], [-3.222, 1.923, 0.833], [-3.881, 0.795, 1.306], [-3.482, -0.465, 0.891], [-2.516, -3.922, -0.938], [-3.896, -2.812, -0.670], [-3.000, -3.467, 0.698], [-0.914, 0.446, -1.141], [-1.656, 2.672, -0.432], [-3.547, 2.907, 1.145], [-4.712, 0.900, 1.991], [-4.008, -1.338, 1.257]], "spin_multiplicity": 5, "gap_ev": [7.151, 7.125], "total_charge": 1}

***

Entry 4:
{"formula": "C52H74F3N7O4S3", "method": "ωB97M-V/def2-TZVPD", "species": ["C", "C", "C", "C", "N", "C", "C", "C", "C", "C", "C", "C", "C", "C", "C", "O", "C", "C", "N", "C", "C", "O", "S", "O", "O", "C", "C", "C", "C", "F", "C", "F", "F", "C", "S", "S", "C", "C", "C", "H", "H", "H", "H", "H", "H", "H", "H", "H", "H", "H", "H", "H", "H", "H", "H", "H", "H", "H", "H", "H", "H", "H", "H", "H", "H", "H", "H", "H", "H", "H", "H", "H", "H", "H", "H", "H", "H", "H", "H", "H", "H", "H", "H", "H", "H", "H", "H", "H", "C", "C", "C", "N", "C", "C", "H", "H", "H", "H", "H", "C", "C", "C", "N", "C", "C", "H", "H", "H", "H", "H", "C", "C", "C", "N", "C", "C", "H", "H", "H", "H", "H", "C", "C", "C", "N", "C", "C", "H", "H", "H", "H", "H", "C", "C", "C", "N", "C", "C", "H", "H", "H", "H", "H"], "coordinates": [[-0.512, -0.968, 3.823], [-0.879, -2.467, 3.796], [-0.415, -3.124, 2.487], [-1.396, -2.877, 1.366], [-1.143, -3.705, 0.164], [-2.084, -3.225, -0.895], [-1.959, -4.024, -2.170], [-2.781, -3.476, -3.354], [-2.988, -1.949, -3.378], [-1.689, -1.115, -3.429], [-1.869, 0.364, -3.024], [-2.895, 0.593, -1.910], [-4.373, 0.667, -2.329], [-5.351, 0.042, -1.312], [-6.140, -1.152, -1.840], [-7.533, -0.943, -1.685], [-8.217, -2.112, -1.302], [-2.154, 1.300, -4.218], [-2.388, 2.627, -3.751], [-3.280, 3.461, -4.581], [-4.138, 4.367, -3.684], [-1.014, 1.382, -5.144], [-0.051, 0.136, -5.224], [0.448, -0.004, -6.559], [0.959, 0.259, -4.212], [-1.071, -1.281, -4.844], [-0.121, -2.479, -4.957], [-0.185, -3.207, -6.313], [-0.532, -4.657, -6.196], [-1.428, -5.141, -7.107], [-0.059, -5.520, -5.290], [1.040, -5.309, -4.530], [-0.649, -6.706, -5.021], [0.184, -3.436, -0.306], [1.228, -4.630, -0.590], [0.662, -1.744, -0.678], [2.179, -1.452, 0.260], [3.227, -0.739, -0.629], [4.581, -1.460, -0.663], [0.147, -0.724, 2.992], [-1.377, -0.319, 3.727], [0.046, -0.719, 4.719], [-1.951, -2.605, 3.896], [-0.321, -2.947, 4.593], [-0.313, -4.201, 2.612], [0.580, -2.739, 2.276], [-2.376, -3.188, 1.734], [-1.491, -1.815, 1.121], [-1.902, -2.157, -1.023], [-3.078, -3.323, -0.460], [-0.928, -4.171, -2.479], [-2.337, -5.019, -1.947], [-3.780, -3.904, -3.268], [-2.398, -3.827, -4.307], [-3.613, -1.714, -2.528], [-3.533, -1.752, -4.301], [-0.967, -1.574, -2.762], [-0.911, 0.691, -2.621], [-2.803, -0.256, -1.230], [-2.631, 1.458, -1.314], [-4.512, 0.171, -3.287], [-4.640, 1.702, -2.513], [-4.821, -0.203, -0.395], [-6.086, 0.799, -1.054], [-5.929, -1.343, -2.893], [-5.859, -2.059, -1.297], [-8.005, -2.938, -1.984], [-7.933, -2.395, -0.287], [-9.284, -1.931, -1.349], [-3.041, 0.939, -4.731], [-1.499, 3.081, -3.608], [-3.896, 2.849, -5.227], [-2.658, 4.130, -5.173], [-4.200, 3.944, -2.687], [-3.686, 5.339, -3.559], [-5.156, 4.470, -4.052], [-1.868, -1.370, -5.578], [-0.253, -3.185, -4.149], [0.893, -2.104, -4.850], [0.792, -3.136, -6.789], [-0.880, -2.751, -7.012], [2.577, -2.369, 0.682], [1.965, -0.799, 1.102], [3.310, 0.280, -0.270], [2.826, -0.676, -1.638], [4.989, -1.434, -1.669], [4.433, -2.503, -0.404], [5.274, -0.985, 0.021], [-2.742, 8.502, 0.382], [-2.066, 7.294, 0.415], [-2.441, 6.308, -0.484], [-3.418, 6.454, -1.377], [-4.058, 7.622, -1.395], [-3.760, 8.674, -0.543], [-2.481, 9.298, 1.069], [-1.270, 7.117, 1.123], [-1.937, 5.348, -0.493], [-4.850, 7.711, -2.131], [-4.313, 9.602, -0.603], [5.584, 4.237, 1.734], [5.802, 3.187, 2.610], [5.457, 1.906, 2.205], [4.921, 1.626, 1.017], [4.719, 2.649, 0.189], [5.031, 3.965, 0.495], [5.841, 5.251, 2.013], [6.231, 3.353, 3.589], [5.616, 1.056, 2.859], [4.283, 2.394, -0.772], [4.845, 4.753, -0.222], [-4.553, 7.070, 5.353], [-3.451, 6.245, 5.507], [-2.856, 5.724, 4.368], [-3.283, 5.970, 3.132], [-4.344, 6.764, 3.002], [-5.011, 7.338, 4.074], [-5.046, 7.498, 6.217], [-3.061, 6.008, 6.487], [-1.990, 5.074, 4.444], [-4.671, 6.945, 1.984], [-5.868, 7.977, 3.908], [9.208, -1.452, 3.865], [9.024, -0.431, 2.947], [7.933, -0.501, 2.094], [7.051, -1.497, 2.107], [7.244, -2.471, 2.994], [8.299, -2.496, 3.892], [10.047, -1.434, 4.549], [9.710, 0.403, 2.891], [7.748, 0.278, 1.361], [6.511, -3.271, 2.977], [8.405, -3.314, 4.593], [6.530, -5.267, 8.349], [7.572, -6.169, 8.214], [7.960, -6.540, 6.935], [7.383, -6.080, 5.827], [6.382, -5.217, 5.976], [5.920, -4.777, 7.207], [6.199, -4.951, 9.330], [8.076, -6.577, 9.079], [8.773, -7.241, 6.784], [5.931, -4.862, 5.055], [5.103, -4.070, 7.266]], "smiles": "CCCCN(CCCC[C@@H]1[C@H](CCCCOC)[C@@H](NCC)OS(=O)(=O)[C@H]1CCC(F)=C(F)F)C(=S)SCCC.c1ccncc1.c1ccncc1.c1ccncc1.c1ccncc1.c1ccncc1", "gap_ev": 8.045}

***

no.,calculated total energy (eV)
1,-12257.2003
2,-155197.3392
3,-44739.9095
4,-114398.9032